[1]
DFT (the ωB97M-V functional and the def2-TZVPD basis) results for a structure of composition C9H23B3F2O9S2 at a distorted geometry.

ORCA input file:
```
! wB97M-V def2-TZVPD RIJCOSX def2/J DEFGRID3
* xyz 0 1
F 0.55 1.70 2.51
C 1.08 1.07 3.64
C 0.99 -0.43 3.54
C -0.18 -0.88 2.64
B 0.20 -0.94 1.12
O 1.44 -1.30 0.63
B 1.61 -0.77 -0.63
O 1.03 0.43 -0.99
B -0.25 0.50 -0.51
F -0.95 1.57 -0.75
O -0.76 -0.56 0.18
H 2.09 1.44 3.76
H 0.48 1.41 4.49
H 0.78 -0.82 4.54
H 1.93 -0.89 3.24
H -0.99 -0.18 2.79
H -0.49 -1.88 2.95
H 2.25 -1.31 -1.47
O 0.13 -5.18 -3.02
S 1.43 -4.62 -2.79
O 1.77 -3.32 -3.27
O 2.53 -5.67 -3.28
C 2.44 -6.14 -4.64
C 2.92 -5.11 -5.64
C 1.80 -4.71 -1.07
H 1.42 -6.46 -4.86
H 3.08 -7.02 -4.69
H 2.26 -4.25 -5.67
H 2.96 -5.54 -6.64
H 3.92 -4.75 -5.38
H 1.57 -5.71 -0.71
H 1.17 -3.97 -0.57
H 2.85 -4.47 -0.92
O -4.88 5.22 1.98
S -3.58 5.76 2.20
O -3.24 7.06 1.72
O -2.50 4.71 1.69
C -2.60 4.23 0.33
C -2.13 5.27 -0.68
C -3.18 5.67 3.91
H -3.63 3.92 0.12
H -1.97 3.35 0.27
H -2.79 6.13 -0.70
H -2.11 4.83 -1.68
H -1.13 5.62 -0.42
H -3.40 4.67 4.27
H -3.79 6.40 4.43
H -2.12 5.90 4.04
*
```

For the HOMO energy, the calculation gives -10.67 eV. The value obtained for the HOMO-LUMO gap is 11.04 eV.

---

[2]
DFT (the ωB97M-V functional and the def2-TZVPD basis) results for a structure of composition C10H4ClNO5Pb at a distorted geometry.

ORCA input file:
```
! wB97M-V def2-TZVPD RIJCOSX def2/J DEFGRID3
* xyz 2 1
O -4.40 2.32 -2.19
C -3.48 1.83 -1.73
Pb -1.30 0.68 -0.63
O -3.52 -1.62 1.20
C -2.84 -0.93 0.63
C 0.16 2.32 -1.92
O 0.81 3.02 -2.51
C -1.44 2.35 1.30
O -1.52 3.08 2.15
C -1.23 -0.96 -2.59
O -1.19 -1.66 -3.46
Cl 4.07 -1.40 -1.05
C 2.75 -1.13 0.06
C 2.72 -1.45 1.44
C 1.63 -1.20 2.26
C 0.51 -0.60 1.61
N 0.54 -0.29 0.29
C 1.60 -0.53 -0.51
H 3.61 -1.89 1.80
H 1.52 -1.42 3.34
H -0.46 -0.31 2.11
H 1.47 -0.21 -1.61
*
```

The relative energy (zero: lowest compared OMol25 entry of this formula, charge and spin) comes out at 0.00 kcal/mol. For the HOMO energy, the calculation gives -16.43 eV. The value obtained for the HOMO-LUMO gap is 8.77 eV.

---

[3]
DFT (the ωB97M-V functional and the def2-TZVPD basis) results for a structure of composition C16H30NOPm at a distorted geometry.

ORCA input file:
```
! wB97M-V def2-TZVPD RIJCOSX def2/J DEFGRID3
* xyz 2 5
C 1.74 2.68 -0.82
H 2.56 3.33 -0.49
H 2.07 2.18 -1.74
H 1.59 1.92 -0.05
C 0.46 3.49 -1.06
H -0.34 2.81 -1.36
H 0.14 3.96 -0.12
C 0.65 4.57 -2.13
H -0.28 5.14 -2.30
H 1.43 5.28 -1.84
H 0.94 4.13 -3.09
C -0.90 -1.88 -0.09
C -1.60 -1.16 -1.13
C -0.64 -0.80 -2.08
C 0.63 -1.43 -1.72
C 0.45 -2.17 -0.55
C 1.42 -3.09 0.11
C 1.87 -1.34 -2.55
C -0.85 -0.01 -3.32
C -3.07 -0.88 -1.17
C -1.57 -2.58 1.05
Pm 0.00 0.00 0.00
H 2.75 -1.63 -1.99
H 1.80 -2.00 -3.42
H 2.04 -0.33 -2.92
H 2.45 -2.84 -0.13
H 1.33 -3.07 1.19
H 1.25 -4.12 -0.21
H -2.41 -2.01 1.44
H -1.95 -3.55 0.73
H -0.88 -2.76 1.88
H -3.30 -0.01 -1.78
H -3.61 -1.73 -1.60
H -3.47 -0.70 -0.18
H -0.03 0.68 -3.51
H -0.92 -0.66 -4.20
H -1.76 0.58 -3.28
C -1.60 0.02 4.74
N -0.27 -0.44 4.34
C 0.68 -0.90 5.33
C 0.09 -0.42 3.03
O -0.67 -0.03 2.16
H -1.74 -0.05 5.84
H -2.37 -0.61 4.25
H -1.74 1.08 4.44
H 0.97 -1.95 5.12
H 1.59 -0.27 5.30
H 0.27 -0.86 6.36
H 1.08 -0.76 2.74
*
```

For the HOMO energy (spin up / spin down), the calculation gives -15.75 / -15.66 eV. The value obtained for the HOMO-LUMO gap (spin up / spin down) is 8.34 / 8.44 eV. The expectation value of S² is 6.010.

---

[4]
DFT (the ωB97M-V functional and the def2-TZVPD basis) results for a structure of composition C2H7N3OP at a distorted geometry.

ORCA input file:
```
! wB97M-V def2-TZVPD RIJCOSX def2/J DEFGRID3
* xyz 1 1
C -0.28 1.19 -0.09
C -2.25 -0.05 0.50
N 1.15 0.93 -0.35
N -0.82 0.03 0.42
N -0.07 -0.89 1.08
O -0.83 2.16 -0.48
P 1.98 -0.08 0.38
H -2.39 -1.09 -0.03
H -2.76 0.03 1.50
H -2.71 0.69 -0.18
H 4.79 0.35 -2.90
H -0.31 -1.23 2.06
H 0.12 -1.73 0.47
H 4.41 -0.32 -2.38
*
```

The relative energy (zero: lowest compared OMol25 entry of this formula, charge and spin) comes out at 83.11 kcal/mol. For the HOMO energy, the calculation gives -14.82 eV. The value obtained for the HOMO-LUMO gap is 8.51 eV.